Entry P
ORCA calculation (the ωB97M-V functional and the def2-TZVPD basis) on a cluster of 2 separate species, C3H8S in total.

```
! RIJCOSX wB97M-V def2-TZVPD def2/J DEFGRID3
* xyz 0 1
S 1.803 2.083 -0.434
C 1.833 3.581 -1.469
C -1.791 -3.171 1.715
C -2.188 -3.241 0.462
H 2.725 3.640 -2.081
H -0.777 -3.428 1.999
H -1.566 -3.708 -0.290
H -3.236 -3.063 0.251
H -2.489 -2.980 2.520
H 0.930 3.532 -2.065
H 1.820 4.454 -0.835
H 2.937 2.302 0.227
*
```

Output
Lowest unoccupied orbital energy in Eh: 0.038
Structure (SMILES): C=C.CS
HOMO-LUMO gap in eV: 10.1

=====

Entry Q
ORCA calculation (the ωB97M-V functional and the def2-TZVPD basis) on a cluster of 2 separate species, C3H8S in total.

```
! RIJCOSX wB97M-V def2-TZVPD def2/J DEFGRID3
* xyz 0 1
S -2.855 0.040 -0.648
C 0.723 -0.223 -1.179
C -0.328 0.613 1.068
C 0.517 -0.528 0.330
H -0.553 0.495 2.154
H -0.054 -1.462 0.535
H 0.258 0.676 -1.576
H 0.153 1.539 0.963
H 1.416 -0.605 0.997
H 1.816 -0.208 -1.424
H 0.232 -0.970 -1.786
H -1.323 0.633 0.567
*
```

Output
Lowest unoccupied orbital energy in Eh: -0.115
HOMO-LUMO gap in eV: 6.5

=====

Entry R
ORCA calculation (the ωB97M-V functional and the def2-TZVPD basis) on the molecule C3H8S.

```
! RIJCOSX wB97M-V def2-TZVPD def2/J DEFGRID3
* xyz 0 1
S -0.875 -1.988 -1.275
C -0.639 -0.614 -0.011
C 0.798 1.229 0.842
C 0.209 0.559 -0.466
H -0.331 -0.885 1.002
H 0.999 0.271 -1.150
H 1.404 2.068 0.539
H 1.404 0.417 1.262
H -0.855 -3.337 -1.470
H -1.699 -0.396 0.029
H 0.033 1.356 1.612
H -0.447 1.320 -0.915
*
```

Output
Lowest unoccupied orbital energy in Eh: 0.018
Structure (SMILES): CCCS
HOMO-LUMO gap in eV: 9.3

=====

Of them, entry Q has the lowest stability.

=====

Entry P
ORCA calculation (the ωB97M-V functional and the def2-TZVPD basis) on a cluster of 2 separate species, CCl4OS in total.

```
! RIJCOSX wB97M-V def2-TZVPD def2/J DEFGRID3
* xyz 0 1
Cl -2.056 1.243 -1.009
Cl 0.375 -0.787 0.582
Cl -2.820 0.053 1.507
Cl 2.264 -1.100 -1.788
S 1.926 0.296 -0.406
O 2.993 0.327 0.455
C -2.136 -0.161 0.008
*
```

Output
Lowest unoccupied orbital energy in Eh: -0.032
HOMO-LUMO gap in eV: 8.2

=====

Entry Q
ORCA calculation (the ωB97M-V functional and the def2-TZVPD basis) on a cluster of 2 separate species, CCl4OS in total.

```
! RIJCOSX wB97M-V def2-TZVPD def2/J DEFGRID3
* xyz 0 1
Cl 2.536 -0.445 -0.623
Cl -0.305 -0.957 -1.137
Cl -2.679 0.995 0.931
Cl 1.060 -1.731 1.348
S -1.423 1.551 -0.547
O -0.089 1.192 0.001
C 0.900 -0.605 0.027
*
```

Output
Lowest unoccupied orbital energy (spin up / spin down) in Eh: -0.065 / -0.034
HOMO-LUMO gap (spin up / spin down) in eV: 6.9 / 8.4

=====

Entry R
ORCA calculation (the ωB97M-V functional and the def2-TZVPD basis) on the molecule CCl4OS.

```
! RIJCOSX wB97M-V def2-TZVPD def2/J DEFGRID3
* xyz 0 1
Cl 1.664 -0.989 0.133
Cl 1.139 2.142 -0.096
Cl -0.364 -0.121 -1.740
Cl -1.073 -2.196 0.352
S -0.762 1.787 0.553
O -0.474 0.179 0.875
C -0.131 -0.801 -0.077
*
```

Output
Lowest unoccupied orbital energy in Eh: -0.015
Structure (SMILES): ClSOC(Cl)(Cl)Cl
HOMO-LUMO gap in eV: 9.2

=====

Entry S
ORCA calculation (the ωB97M-V functional and the def2-TZVPD basis) on a cluster of 2 separate species, CCl4OS in total.

```
! RIJCOSX wB97M-V def2-TZVPD def2/J DEFGRID3
* xyz 0 1
Cl -1.757 0.243 -1.584
Cl -1.282 0.825 1.253
Cl 0.237 2.142 -0.875
Cl 1.311 -0.919 1.969
S 1.198 -0.856 -0.010
O 0.947 -2.149 -0.421
C -0.654 0.714 -0.332
*
```

Output
Lowest unoccupied orbital energy in Eh: -0.041
HOMO-LUMO gap in eV: 7.9

=====

Of them, entry P has the lowest stability.

=====

Entry P
ORCA calculation (the ωB97M-V functional and the def2-TZVPD basis) on a structure of composition C10H12N3.

```
! RIJCOSX wB97M-V def2-TZVPD def2/J DEFGRID3
* xyz 1 1
N -0.064 -0.221 -0.408
N 1.016 -0.901 -0.780
N 0.671 -0.784 -2.073
C 0.027 -0.927 1.889
C -0.573 -0.153 0.898
C -1.739 0.582 1.180
C -0.761 -1.111 3.014
C -1.943 -0.423 3.274
C 2.268 1.063 -0.896
C -0.614 -0.171 -1.672
C 1.689 -0.197 -2.983
C 2.030 1.081 -2.184
C -2.415 0.395 2.382
H -1.025 0.867 -1.989
H 0.833 -1.556 1.649
H 2.481 -0.872 -3.075
H 2.254 2.145 -0.465
H 1.183 -0.039 -3.918
H 2.486 0.280 -0.140
H -0.434 -1.795 3.678
H -3.395 1.039 2.563
H -1.389 -0.824 -2.031
H -2.519 -0.603 4.246
H 2.269 1.986 -2.656
H -2.336 1.142 0.500
*
```

Output
Lowest unoccupied orbital energy (spin up / spin down) in Eh: -0.194 / -0.194
HOMO-LUMO gap (spin up / spin down) in eV: 7.6 / 7.6

=====

Entry Q
ORCA calculation (the ωB97M-V functional and the def2-TZVPD basis) on a structure of composition C10H12N3.

```
! RIJCOSX wB97M-V def2-TZVPD def2/J DEFGRID3
* xyz 1 1
N 0.245 -1.524 -0.003
N 3.557 0.181 0.575
N 2.135 0.251 0.241
C 0.166 -2.760 0.245
C -0.887 -0.637 0.076
C 3.693 1.379 0.085
C -2.984 1.182 0.205
C -3.024 0.005 0.919
C -1.980 -0.867 0.868
C -1.896 1.370 -0.655
C 2.243 1.556 -0.416
C -0.810 0.540 -0.662
C 1.675 -0.951 -0.380
H -3.744 -0.081 1.685
H -3.831 1.749 0.447
H 2.024 1.454 -1.437
H -0.025 0.664 -1.438
H -1.829 2.118 -1.403
H -0.883 -3.263 0.219
H 2.437 -1.615 -0.077
H 4.488 1.998 0.182
H 1.727 2.380 0.042
H 1.057 -3.396 0.664
H 1.537 -0.658 -1.380
H -2.030 -1.730 1.504
*
```

Output
Lowest unoccupied orbital energy in Eh: -0.177
HOMO-LUMO gap in eV: 8.1

=====

Of them, entry P has the lowest stability.

=====

Entry P
ORCA calculation (the ωB97M-V functional and the def2-TZVPD basis) on a structure of composition H6O3.

```
! RIJCOSX wB97M-V def2-TZVPD def2/J DEFGRID3
* xyz 0 1
O 3.131 -0.186 -0.215
O -0.811 0.799 -0.133
O -2.039 -0.491 -0.114
H -2.001 -1.377 0.264
H -0.646 1.733 0.036
H 2.184 -0.208 -0.394
H 3.188 -0.174 0.747
H -2.914 -0.445 -0.516
H -0.093 0.347 0.324
*
```

Output
Lowest unoccupied orbital energy in Eh: 0.020
HOMO-LUMO gap in eV: 9.8

=====

Entry Q
ORCA calculation (the ωB97M-V functional and the def2-TZVPD basis) on a cluster of 3 separate species, H6O3 in total.

```
! RIJCOSX wB97M-V def2-TZVPD def2/J DEFGRID3
* xyz 0 1
O -0.076 2.402 0.082
O 0.694 -0.102 -1.265
O -0.475 -1.416 1.062
H 0.552 -0.816 -1.894
H 0.768 2.202 0.498
H 0.463 -0.483 -0.397
H -1.424 -1.243 1.103
H -0.354 -2.294 1.441
H -0.149 1.749 -0.631
*
```

Output
Lowest unoccupied orbital energy in Eh: 0.016
Structure (SMILES): O.O.O
HOMO-LUMO gap in eV: 11.3

=====

Entry R
ORCA calculation (the ωB97M-V functional and the def2-TZVPD basis) on a structure of composition H6O3.

```
! RIJCOSX wB97M-V def2-TZVPD def2/J DEFGRID3
* xyz 0 1
O 1.289 0.096 0.071
O -0.807 0.120 -1.326
O -0.674 -0.427 1.390
H -1.046 -0.207 0.492
H -0.779 0.267 -2.292
H 2.231 -0.241 -0.136
H 0.134 0.316 -0.999
H -0.795 0.421 1.836
H 0.447 -0.346 0.964
*
```

Output
Lowest unoccupied orbital energy in Eh: 0.025
HOMO-LUMO gap in eV: 10.6

=====

Entry S
ORCA calculation (the ωB97M-V functional and the def2-TZVPD basis) on a cluster of 3 separate species, H6O3 in total.

```
! RIJCOSX wB97M-V def2-TZVPD def2/J DEFGRID3
* xyz 0 1
O 4.829 3.032 -13.885
O 3.507 3.212 1.620
O -8.310 -6.190 12.251
H -7.963 -6.887 11.697
H 5.442 2.458 -14.358
H 2.584 3.235 1.877
H -9.027 -5.670 11.890
H 4.998 2.770 -12.956
H 3.941 4.040 1.864
*
```

Output
Lowest unoccupied orbital energy in Eh: 0.040
Structure (SMILES): O.O.O
HOMO-LUMO gap in eV: 12.7

=====

Of them, entry P has the lowest stability.

=====

Entry P
ORCA calculation (the ωB97M-V functional and the def2-TZVPD basis) on a cluster of 2 separate species, C7H12N2O in total.

```
! RIJCOSX wB97M-V def2-TZVPD def2/J DEFGRID3
* xyz 0 1
O 4.123 3.163 0.011
N -0.241 0.549 -0.472
N 3.155 0.228 0.424
C -1.380 0.314 0.446
C -1.396 -1.204 0.719
C 2.074 -0.065 0.124
C 0.047 -1.640 0.503
C -2.675 0.885 -0.098
C 0.733 -0.489 -0.230
C 0.521 -1.835 -0.898
H -3.488 0.719 0.622
H 0.582 -2.151 1.303
H 3.280 2.906 -0.428
H -0.547 0.539 -1.442
H -2.950 0.397 -1.044
H -0.216 -1.849 -1.704
H -1.736 -1.426 1.738
H 1.400 -2.458 -1.060
H -2.587 1.967 -0.272
H -2.072 -1.717 0.018
H -1.134 0.826 1.391
H 4.508 2.341 0.349
*
```

Output
Lowest unoccupied orbital energy in Eh: 0.027
Structure (SMILES): C[C@H]1C[C@H]2C[C@@]2(C#N)N1.O
HOMO-LUMO gap in eV: 10.5

=====

Entry Q
ORCA calculation (the ωB97M-V functional and the def2-TZVPD basis) on a cluster of 2 separate species, C7H12N2O in total.

```
! RIJCOSX wB97M-V def2-TZVPD def2/J DEFGRID3
* xyz 0 1
O -0.565 0.048 2.936
N 0.934 -2.638 -1.401
N 0.314 -1.654 1.724
C 1.822 0.614 0.088
C -0.032 -1.029 2.825
C -0.023 1.119 -1.533
C 0.401 -1.802 -0.824
C 0.313 0.580 -0.133
C -1.741 -0.965 0.063
C -0.256 -0.808 -0.060
H -2.118 -0.296 0.832
H 0.655 -2.594 1.662
H 2.066 0.255 1.085
H -1.097 1.189 -1.685
H -2.001 -1.990 0.321
H 0.397 0.472 -2.301
H -0.177 1.195 0.626
H 2.338 -0.006 -0.640
H 0.265 -1.634 3.723
H 2.184 1.634 -0.011
H -2.221 -0.725 -0.885
H 0.404 2.111 -1.651
*
```

Output
Lowest unoccupied orbital energy in Eh: -0.013
HOMO-LUMO gap in eV: 9.3

=====

Entry R
ORCA calculation (the ωB97M-V functional and the def2-TZVPD basis) on a cluster of 3 separate species, C7H12N2O in total.

```
! RIJCOSX wB97M-V def2-TZVPD def2/J DEFGRID3
* xyz 0 1
O -2.025 0.324 -3.266
N -2.424 -0.865 -1.109
N 0.274 0.502 0.154
C 2.367 -0.852 0.280
C -0.173 0.411 2.423
C -1.308 -0.520 -1.465
C -0.220 0.475 -1.189
C -0.612 1.092 1.161
C 0.659 -0.596 2.152
C 0.897 -0.727 0.670
H 2.478 -0.885 -0.813
H -3.037 -0.280 -2.523
H 0.363 -1.625 0.298
H 2.789 -1.786 0.679
H -0.425 0.785 3.415
H 2.942 -0.001 0.670
H 1.104 -1.277 2.877
H -1.680 0.887 0.949
H -0.663 1.467 -1.385
H -1.411 1.076 -3.314
H 0.604 0.205 -1.870
H -0.497 2.188 1.203
*
```

Output
Lowest unoccupied orbital energy in Eh: 0.011
HOMO-LUMO gap in eV: 9.2

=====

Of them, entry R has the lowest stability.